# 1
{"formula": "C28H40F5N4O7S3SiV", "method": "ωB97M-V with the def2-TZVPD basis set", "e_lumo_ev": -3.155, "e_tot_ev": -129641.368, "e_above_lowest_ev": 0.768, "total_charge": 0, "gap_ev": 4.06, "symbols": ["V", "N", "C", "S", "N", "N", "C", "C", "C", "C", "C", "C", "C", "O", "H", "H", "H", "H", "H", "H", "H", "C", "C", "C", "C", "O", "Si", "S", "O", "C", "C", "C", "C", "O", "C", "C", "C", "C", "H", "H", "H", "H", "H", "H", "H", "H", "H", "H", "H", "H", "H", "H", "H", "H", "H", "H", "H", "H", "H", "H", "H", "H", "H", "H", "H", "F", "C", "F", "C", "F", "F", "F", "N", "C", "C", "C", "C", "C", "C", "S", "O", "O", "O", "H", "H", "H", "H", "H", "H"], "xyz": [[-0.19711, 0.98329, 1.50569], [1.01963, -1.54276, 4.86792], [0.94793, -0.70351, 3.85334], [-0.65471, -0.03545, 3.44970], [2.00277, -0.37002, 3.16106], [1.71645, 0.64244, 2.27206], [2.74338, 1.31379, 1.87185], [2.71342, 2.59581, 1.19844], [3.90771, 3.29352, 0.98771], [3.88809, 4.61665, 0.59774], [2.67098, 5.27820, 0.44608], [1.47518, 4.60822, 0.63222], [1.51436, 3.26539, 0.96705], [0.35434, 2.57313, 1.12066], [0.23564, -1.86521, 5.43402], [1.90270, -1.95325, 5.12985], [3.70852, 0.94808, 2.20920], [4.85092, 2.79024, 1.16665], [4.81657, 5.14877, 0.44275], [2.65809, 6.32687, 0.17892], [0.51909, 5.10003, 0.51725], [-2.73704, -1.59288, -1.93176], [-2.75079, -0.36959, -2.83678], [-4.01451, 0.44296, -2.62028], [-2.59157, -0.76731, -4.29610], [-1.65798, 0.51907, -2.49724], [-0.12489, 0.26244, -2.08036], [-0.06767, -0.51114, -0.02625], [0.71583, 1.64274, -2.10409], [0.74013, 2.65620, -3.15660], [0.44451, 2.04131, -4.51870], [-0.30456, 3.69722, -2.79521], [2.14580, 3.22776, -3.13436], [0.48583, -0.95856, -2.94120], [1.76367, -1.63736, -2.99830], [2.82344, -0.88652, -2.20336], [1.53994, -3.02838, -2.42837], [2.14668, -1.70514, -4.46713], [-3.59172, -2.22971, -2.16462], [-2.80899, -1.29170, -0.88211], [-1.82699, -2.18132, -2.07754], [-4.89493, -0.15367, -2.86555], [-4.00703, 1.32928, -3.25647], [-4.08592, 0.76161, -1.57933], [-3.40826, -1.42461, -4.60000], [-1.64638, -1.29159, -4.44712], [-2.61019, 0.11828, -4.93366], [-0.57825, 1.66553, -4.57334], [1.13398, 1.22316, -4.73450], [0.56688, 2.80078, -5.29281], [-1.28852, 3.23105, -2.71896], [-0.34494, 4.47681, -3.55859], [-0.06248, 4.15948, -1.83947], [2.86818, 2.47994, -3.46853], [2.41047, 3.53938, -2.12382], [2.21444, 4.09274, -3.79680], [2.59029, -0.87653, -1.13554], [2.91488, 0.14366, -2.55315], [3.78836, -1.37976, -2.33106], [1.18858, -2.95971, -1.39644], [2.46952, -3.60003, -2.43679], [0.79491, -3.56525, -3.01766], [2.38368, -0.71191, -4.85250], [1.32486, -2.12066, -5.05134], [3.02434, -2.34042, -4.59972], [-3.04101, 0.02482, 1.51378], [-2.30450, 1.15129, 1.57471], [-2.33440, 1.74457, 0.33054], [-2.99107, 2.13403, 2.56349], [-2.13348, 3.10980, 2.89216], [-3.36351, 1.49666, 3.66818], [-4.06806, 2.69724, 2.01001], [-1.47574, -2.99033, 1.60306], [-1.43909, -3.43774, 2.91667], [-0.42262, -4.31273, 3.33236], [-0.25153, -4.57770, 4.67147], [-1.09755, -3.99338, 5.62054], [-2.17349, -3.22273, 5.20003], [-2.34530, -2.93798, 3.85706], [-0.60189, -3.97528, 7.33524], [0.41783, -2.91446, 7.26212], [-1.78472, -3.58767, 8.07738], [-0.06177, -5.28867, 7.61482], [-0.91960, -3.47856, 0.92240], [-2.30951, -2.55194, 1.25157], [0.26066, -4.72459, 2.59514], [0.55638, -5.21246, 5.01732], [-2.83361, -2.80604, 5.95160], [-3.15190, -2.28800, 3.53169]]}


# 2
{"formula": "C5H10O3Sc", "method": "ωB97M-V with the def2-TZVPD basis set", "e_lumo_ev": -4.733, "e_tot_ev": -32179.904, "e_above_lowest_ev": 4.045, "total_charge": 1, "gap_ev": 6.10, "symbols": ["C", "O", "C", "C", "O", "C", "H", "H", "H", "H", "H", "H", "H", "H", "H", "Sc", "O", "C", "H"], "xyz": [[-1.01788, -1.57335, -0.34332], [0.28656, -1.29029, -0.94577], [1.40432, -1.11045, -0.11477], [2.06116, 0.21778, -0.43412], [1.12193, 1.27648, -0.22139], [1.67983, 2.57591, -0.35984], [-1.56568, -2.11704, -1.12982], [-0.79974, -2.14088, 0.58378], [2.14170, -1.90746, -0.29460], [1.11469, -1.11382, 0.95074], [2.40645, 0.24692, -1.47941], [2.92501, 0.37080, 0.23011], [0.87622, 3.30093, -0.19199], [2.46971, 2.72243, 0.38957], [2.10691, 2.69779, -1.36582], [-0.91867, 0.82444, -0.36572], [-1.81185, 0.42919, 1.42923], [-2.44330, -0.33606, 0.50789], [-3.31411, -0.91074, 0.88927]]}


# 3
{"formula": "C37H35ClN2PdS2Si2", "method": "ωB97M-V with the def2-TZVPD basis set", "e_lumo_ev": [-6.466, -9.603], "spin_multiplicity": 5, "e_tot_ev": -95323.578, "e_above_lowest_ev": 3.899, "total_charge": 2, "gap_ev": [3.74, 2.93], "symbols": ["C", "C", "C", "H", "C", "C", "H", "H", "H", "H", "Pd", "Si", "C", "C", "H", "C", "H", "C", "H", "C", "H", "C", "H", "C", "C", "H", "C", "H", "C", "H", "C", "H", "C", "H", "H", "Si", "C", "C", "H", "C", "H", "C", "H", "C", "H", "C", "H", "C", "C", "H", "C", "H", "C", "H", "C", "H", "C", "H", "H", "Cl", "C", "C", "N", "C", "C", "S", "C", "C", "S", "C", "N", "C", "H", "H", "H", "H", "H", "H", "H", "H"], "xyz": [[-1.64635, -0.40813, 4.17902], [-2.15126, 0.11768, 2.94490], [-2.10170, -0.93145, 1.97975], [-2.53152, 1.11760, 2.80137], [-1.55721, -2.09241, 2.60051], [-1.28222, -1.77583, 3.95731], [-0.87665, -2.44943, 4.70835], [-1.61810, 0.10478, 5.13530], [-2.38967, -0.86486, 0.94088], [-1.34972, -3.04351, 2.12615], [-0.20043, -0.54064, 2.70509], [0.94980, 0.44284, -0.53698], [-0.17089, 1.95399, -0.48510], [0.43478, 3.17684, -0.77041], [1.52430, 3.21338, -0.86800], [-0.36953, 4.29458, -0.99628], [0.11394, 5.24445, -1.24423], [-1.76315, 4.18468, -0.88047], [-2.37935, 5.07363, -1.01819], [-2.36209, 2.95978, -0.56504], [-3.44972, 2.87008, -0.46733], [-1.55890, 1.83559, -0.35695], [-2.02027, 0.86887, -0.12609], [0.01817, -1.37034, -1.07686], [-1.34086, -1.46643, -1.49945], [-1.85164, -0.57377, -1.90811], [-1.96514, -2.71434, -1.49243], [-2.95043, -2.80437, -1.96132], [-1.33204, -3.81950, -0.92297], [-1.82749, -4.78604, -0.94363], [-0.06901, -3.69817, -0.33743], [0.40231, -4.55443, 0.14826], [0.61433, -2.49116, -0.39307], [1.60843, -2.37331, 0.05699], [0.12608, -0.00047, 0.71243], [0.57241, -0.27329, -2.73899], [0.98241, -1.62170, -3.89450], [0.32083, -1.63903, -5.13678], [0.00180, -0.70129, -5.59434], [0.00665, -2.87284, -5.71590], [-0.57422, -2.90368, -6.63658], [0.42231, -4.06101, -5.10272], [0.12483, -5.02345, -5.51743], [1.23975, -4.02241, -3.96400], [1.59725, -4.94596, -3.50538], [1.58979, -2.79449, -3.40577], [2.25139, -2.74843, -2.54218], [0.13350, 1.27618, -3.72601], [-1.22055, 1.61478, -3.91245], [-1.99074, 0.97247, -3.47542], [-1.59334, 2.74930, -4.63356], [-2.64623, 2.99400, -4.75519], [-0.61541, 3.56778, -5.20426], [-0.90469, 4.44296, -5.77795], [0.73542, 3.26054, -5.03057], [1.50983, 3.90492, -5.47102], [1.10953, 2.11895, -4.29174], [2.17139, 1.88731, -4.15638], [2.09427, 0.82142, -1.36620], [2.51560, 0.25499, 0.90861], [-0.73713, 3.43180, 3.00854], [0.15237, 2.83328, 4.03084], [0.62072, 1.61992, 4.01352], [1.45577, 1.32862, 5.08222], [1.65715, 2.41641, 5.92534], [0.76474, 3.79202, 5.41626], [2.03472, 0.00280, 5.17171], [2.99036, -0.46264, 6.06121], [3.41098, -2.09846, 5.73517], [2.27398, -2.10626, 4.40870], [1.67050, -0.96128, 4.24272], [2.10479, -3.28487, 3.52743], [-1.74826, 3.52237, 3.42817], [-0.35386, 4.42620, 2.74829], [-0.74169, 2.80701, 2.11129], [2.28743, 2.38795, 6.80370], [3.42273, 0.13318, 6.85143], [3.09502, -3.57133, 3.13429], [1.69042, -4.11829, 4.11960], [1.43865, -3.05665, 2.68036]]}


# 4
{"formula": "C3H9FNS", "method": "ωB97M-V with the def2-TZVPD basis set", "e_lumo_ev": -6.845, "e_tot_ev": -18287.930, "e_above_lowest_ev": 3.138, "total_charge": 1, "gap_ev": 5.52, "symbols": ["C", "C", "C", "N", "F", "S", "H", "H", "H", "H", "H", "H", "H", "H", "H"], "xyz": [[0.47760, 0.86431, -1.26913], [0.59916, 0.55865, 1.35744], [0.45549, 0.09438, 0.02370], [0.03118, -1.30514, -0.07826], [-2.50900, -0.95541, -0.17946], [-2.65449, 0.71595, -0.04852], [1.61142, 0.67778, -1.58366], [-0.23188, 0.40518, -2.05057], [0.47268, 1.91381, -1.14149], [1.09657, 1.51189, 1.64371], [1.23722, -0.01861, 1.96476], [-0.21588, 0.52289, 2.01186], [0.50417, -2.08033, 0.44446], [-1.06233, -1.44803, 0.01624], [0.18809, -1.45731, -1.11107]]}